No. 1
DFT (ωB97M-V/def2-TZVPD) results for C5H7N in the gas phase in a non-equilibrium geometry.

Computed properties:
LUMO ... 0.0434 Ha
Frontier orbital gap ... 9.717 eV
Energy above the lowest of the compared OMol25 structures with the same formula, charge and spin ... 3.927 eV
Charge ... 0
DFT total energy ... -6784.586 eV

```
13
Properties=species:S:1:pos:R:3:forces:R:3:lowdin_charge:R:1
C 0.8326 -1.1278 -0.1922 -0.705 0.095 -1.641 -0.151
C 1.4733 0.2554 0.1600 -2.443 1.863 -0.715 -0.054
C 0.5135 1.1999 -0.1247 1.786 -0.569 0.139 -0.142
C -0.6767 0.6806 -0.6898 -2.280 -5.078 4.266 -0.202
C -1.4545 -0.0386 0.6122 0.084 -1.181 -6.060 -0.040
H 0.9619 -1.8149 0.6342 -0.079 -0.263 0.121 0.080
H 1.1983 -1.6909 -1.1991 -0.662 1.581 2.359 0.142
H 2.3617 0.5976 0.7015 -0.150 -0.988 -0.167 0.089
H 0.2607 2.2146 0.1302 1.679 0.769 0.310 0.108
H -1.2832 1.0547 -1.4422 -0.875 0.829 -1.223 0.098
H -1.0246 -0.0838 1.5546 0.357 0.574 1.781 0.072
H -2.4554 -0.4062 0.2818 0.345 1.020 1.547 0.104
N -0.7075 -0.8407 -0.4263 2.944 1.348 -0.718 -0.105
```
Positions in Å, forces in eV/Å.

=====

No. 2
DFT (ωB97M-V/def2-TZVPD) results for C5H7N in the gas phase.

Computed properties:
LUMO ... 0.0251 Ha
Frontier orbital gap ... 8.750 eV
Energy above the lowest of the compared OMol25 structures with the same formula, charge and spin ... 4.062 eV
Charge ... 0
DFT total energy ... -6784.451 eV

```
13
Properties=species:S:1:pos:R:3:forces:R:3:lowdin_charge:R:1
C 0.4400 -1.4925 -0.1629 -0.019 -0.136 0.039 -0.222
C 1.0505 -0.1087 -0.5182 -0.065 0.285 0.061 -0.093
C 0.5097 1.0684 -0.1775 0.082 -0.220 0.000 -0.091
C -0.7880 1.1214 0.6189 0.041 0.287 0.063 -0.215
N -1.4111 -0.1963 0.3728 0.174 -0.243 0.064 -0.080
C -0.4680 -1.0319 0.9306 0.069 0.126 -0.362 -0.039
H 1.2272 -2.1572 0.2051 -0.116 0.059 -0.146 0.092
H -0.0111 -1.9331 -1.0686 -0.060 0.124 0.102 0.110
H 1.9851 -0.1346 -1.0749 -0.109 0.008 0.148 0.102
H 0.9838 1.9980 -0.4866 -0.025 -0.141 0.086 0.101
H -1.4479 1.9450 0.3255 0.063 -0.156 -0.082 0.113
H -1.4965 -0.2688 -0.6539 0.017 -0.107 0.160 0.111
H -0.5737 1.1903 1.6897 -0.053 0.116 -0.133 0.113
```
Positions in Å, forces in eV/Å.

=====

No. 3
DFT (ωB97M-V/def2-TZVPD) results for C5H7N in the gas phase in a non-equilibrium geometry.

Computed properties:
LUMO (spin up / spin down) ... -0.0226 / 0.0045 Ha
Frontier orbital gap (spin up / spin down) ... 7.205 / 8.359 eV
Energy above the lowest of the compared OMol25 structures with the same formula, charge and spin ... 5.706 eV
Charge ... 0
DFT total energy ... -6782.807 eV

```
13
Properties=species:S:1:pos:R:3:forces:R:3:lowdin_charge:R:1
C -1.2892 1.0440 -0.9869 0.155 0.047 0.187 -0.062
C -0.2114 0.4833 -0.0114 0.074 0.097 -0.238 -0.476
C 0.1314 -0.9076 -0.3284 0.910 -1.423 1.204 0.008
C 1.3851 -1.8584 0.3260 -1.959 1.535 -1.233 -0.154
C 1.7581 -1.1897 1.3437 0.497 0.005 0.523 0.115
N 0.2600 1.1995 0.9559 -0.068 -0.315 -0.500 0.091
H -2.1092 1.4907 -0.4109 0.241 -0.045 -0.045 0.074
H -0.8376 1.8307 -1.6030 -0.020 -0.109 0.184 0.077
H -1.7434 0.3291 -1.6870 0.367 -0.059 0.354 0.068
H -0.8375 -1.4343 -0.4050 0.661 -0.289 -0.083 0.081
H 1.6750 -2.8853 0.0218 -0.652 0.954 -0.144 0.092
H 1.9352 -0.2575 1.8461 -0.261 -0.027 -0.055 0.035
H -0.1165 2.1556 0.9392 0.056 -0.372 -0.155 0.052
```
Positions in Å, forces in eV/Å.

=====

No. 4
DFT (ωB97M-V/def2-TZVPD) results for 2 unconnected molecules or ions with the total composition C5H7N.

Computed properties:
LUMO ... 0.0339 Ha
Frontier orbital gap ... 9.893 eV
Energy above the lowest of the compared OMol25 structures with the same formula, charge and spin ... 3.558 eV
Charge ... 0
DFT total energy ... -6784.955 eV

```
13
Properties=species:S:1:pos:R:3:forces:R:3:lowdin_charge:R:1
C 2.4892 0.5057 -0.2481 0.098 0.013 -0.066 -0.111
C 0.4524 -0.8577 0.1592 -0.115 -0.201 -0.024 -0.200
C 1.1855 0.1895 0.4432 -0.169 -0.187 -0.031 -0.159
C -3.5994 1.0034 -0.0320 0.263 -0.426 -0.071 -0.014
C -2.9667 -0.0061 -0.2005 -0.263 0.454 0.047 -0.018
N -0.2819 -1.7928 -0.1717 0.410 0.396 0.191 0.117
H 3.3428 0.1095 0.3147 -0.118 0.090 -0.077 0.070
H 2.5213 0.0799 -1.2548 -0.005 0.040 0.151 0.075
H 2.6237 1.5878 -0.3348 -0.048 -0.155 -0.008 0.069
H 0.8384 0.8288 1.2505 0.016 -0.127 -0.080 0.104
H -4.1576 1.9019 0.1117 0.073 -0.156 -0.015 0.009
H -2.3689 -0.8843 -0.3540 -0.133 0.204 0.016 -0.019
H -0.0788 -2.6657 0.3166 -0.008 0.054 -0.033 0.077
```
Positions in Å, forces in eV/Å.

=====

No. 5
DFT (ωB97M-V/def2-TZVPD) results for a molecular structure, C5H7N in a non-equilibrium geometry.

Computed properties:
LUMO ... 0.0451 Ha
Frontier orbital gap ... 10.002 eV
Energy above the lowest of the compared OMol25 structures with the same formula, charge and spin ... 5.161 eV
Charge ... 0
DFT total energy ... -6783.352 eV

```
13
Properties=species:S:1:pos:R:3:forces:R:3:lowdin_charge:R:1
C -1.6087 0.0469 0.0819 -0.471 -0.567 0.016 -0.090
C -0.3674 -0.7548 0.4644 0.147 -0.678 0.574 -0.257
C 0.4330 -0.3247 -0.7930 0.332 -0.453 -0.353 -0.193
C 1.5859 0.0814 0.0981 -0.040 0.032 0.185 -0.161
N 0.4467 0.4230 1.0330 -0.982 -1.021 -1.115 0.021
C -0.4502 0.8342 -0.4114 2.303 3.146 3.174 -0.137
H -2.2005 -0.3723 -0.7313 -0.143 -0.135 0.071 0.107
H -2.2357 0.4414 0.8808 0.178 0.079 -0.032 0.108
H -0.3215 -1.7126 0.9877 -0.051 -0.206 -0.134 0.125
H 0.4192 -0.7848 -1.7834 0.052 -0.059 0.035 0.124
H 2.1900 0.9492 -0.1996 -0.138 -0.128 0.020 0.102
H 2.2308 -0.7152 0.4914 -0.069 0.107 -0.114 0.103
H -0.1155 1.8584 -0.0860 -1.120 -0.118 -2.327 0.146
```
Positions in Å, forces in eV/Å.

=====

No. 6
DFT (ωB97M-V/def2-TZVPD) results for a gas-phase ion, C5H7N (charge +1) in a non-equilibrium geometry.

Computed properties:
2S+1 ... 2
LUMO (spin up / spin down) ... -0.1651 / -0.2914 Ha
Frontier orbital gap (spin up / spin down) ... 10.680 / 7.077 eV
Energy above the lowest of the compared OMol25 structures with the same formula, charge and spin ... 1.800 eV
Charge ... +1
DFT total energy ... -6778.902 eV

```
13
Properties=species:S:1:pos:R:3:forces:R:3:lowdin_charge:R:1
C -0.6382 0.9101 -1.6201 -0.054 -1.816 -1.238 -0.028
C 0.1260 0.3058 -0.4398 -3.353 -4.764 -0.703 -0.129
C -0.0218 0.8106 0.8806 3.659 -0.759 1.232 0.070
N 0.4954 -0.1177 1.8244 -1.703 0.470 -1.940 0.094
C 0.6840 -1.2907 1.0786 -1.175 -0.254 1.233 0.009
C 0.3275 -1.1675 -0.2567 1.015 4.998 0.376 0.066
H -1.6862 1.1627 -1.3373 1.118 1.098 0.278 0.108
H -0.9739 0.1401 -2.4069 1.326 0.487 1.197 0.115
H 0.0239 1.5908 -2.1787 -0.910 0.479 0.390 0.098
H 0.1404 1.8480 1.0499 -0.973 0.901 0.707 0.146
H 0.2641 -0.0552 2.8375 0.673 -0.224 -1.146 0.193
H 0.8708 -2.2299 1.5729 0.337 0.030 0.251 0.144
H 0.3879 -1.9072 -1.0045 0.039 -0.646 -0.637 0.114
```
Positions in Å, forces in eV/Å.

=====

What is the formula in the second record? C5H7N

=====

Please write out number 3 again, unchanged.
DFT (ωB97M-V/def2-TZVPD) results for C5H7N in the gas phase in a non-equilibrium geometry.

Computed properties:
LUMO (spin up / spin down) ... -0.0226 / 0.0045 Ha
Frontier orbital gap (spin up / spin down) ... 7.205 / 8.359 eV
Energy above the lowest of the compared OMol25 structures with the same formula, charge and spin ... 5.706 eV
Charge ... 0
DFT total energy ... -6782.807 eV

```
13
Properties=species:S:1:pos:R:3:forces:R:3:lowdin_charge:R:1
C -1.2892 1.0440 -0.9869 0.155 0.047 0.187 -0.062
C -0.2114 0.4833 -0.0114 0.074 0.097 -0.238 -0.476
C 0.1314 -0.9076 -0.3284 0.910 -1.423 1.204 0.008
C 1.3851 -1.8584 0.3260 -1.959 1.535 -1.233 -0.154
C 1.7581 -1.1897 1.3437 0.497 0.005 0.523 0.115
N 0.2600 1.1995 0.9559 -0.068 -0.315 -0.500 0.091
H -2.1092 1.4907 -0.4109 0.241 -0.045 -0.045 0.074
H -0.8376 1.8307 -1.6030 -0.020 -0.109 0.184 0.077
H -1.7434 0.3291 -1.6870 0.367 -0.059 0.354 0.068
H -0.8375 -1.4343 -0.4050 0.661 -0.289 -0.083 0.081
H 1.6750 -2.8853 0.0218 -0.652 0.954 -0.144 0.092
H 1.9352 -0.2575 1.8461 -0.261 -0.027 -0.055 0.035
H -0.1165 2.1556 0.9392 0.056 -0.372 -0.155 0.052
```
Positions in Å, forces in eV/Å.

=====

Look up the DFT total energy of the third one. -6782.807 eV